A molecular structure, ClFPt2 in a non-equilibrium geometry, computed with ωB97M-V with the def2-TZVPD basis set.

Last column: Mulliken charge in e.
Atoms and positions in Å:
Pt 0.9700 1.1352 1.5432  1.40
Pt -1.1201 -0.8589 -1.3679  1.43
F -0.5958 -1.2261 0.6483  -0.52
Cl 0.7459 0.9498 -0.8236  -0.30

Atoms 1-3, force components in eV/Å:
Pt -0.561 -0.838 -2.041
Pt 1.113 -0.021 2.437
F -0.425 0.779 -1.821

Its HOMO energy (alpha / beta) is -21.11 / -21.42 eV. The calculation puts the LUMO energy (alpha / beta) at -12.5 / -14.4 eV. Its charge is +2. The spin multiplicity is 5. The value obtained for the HOMO-LUMO gap (alpha / beta) is 8.58 / 6.99 eV. Its expectation value of S² is 6.01.

A molecular structure, ClFeH6O3 in a non-equilibrium geometry, computed with ωB97M-V with the def2-TZVPD basis set.

Last column: Mulliken charge in e.
Atoms and positions in Å:
Fe -0.1973 -3.2497 -1.1975  1.16
Cl -0.1994 -0.9805 -0.4371  -0.23
O 2.4825 1.5168 -0.1178  -0.58
H 1.9354 0.7559 0.0919  0.28
H 2.8581 1.3213 -0.9809  0.32
O -1.0390 -1.8044 2.5880  -0.60
H -1.3247 -1.0641 3.1320  0.33
H -0.3656 -1.4361 2.0114  0.29
O -1.7701 1.6740 -1.6479  -0.57
H -1.1501 2.3853 -1.8354  0.34
H -1.2298 0.8816 -1.6068  0.26

Atoms 1-3, force components in eV/Å:
Fe -0.116 2.981 1.136
Cl 0.124 -3.082 -1.139
O -0.095 -0.032 -0.039

Its HOMO energy (alpha / beta) is -14.08 / -14.08 eV. The calculation puts the LUMO energy (alpha / beta) at -8.7 / -8.9 eV. Its charge is +1. The spin multiplicity is 5. The value obtained for the HOMO-LUMO gap (alpha / beta) is 5.40 / 5.16 eV. Its expectation value of S² is 6.01.

7 unconnected molecules or ions with the total composition ClH12O6, computed with ωB97M-V with the def2-TZVPD basis set.

Last column: Mulliken charge in e.
Atoms and positions in Å:
Cl -0.3445 -0.0464 -0.1876  -0.86
O 2.1964 0.9238 -2.2870  -0.62
H 1.4161 0.9640 -1.7339  0.24
H 2.9247 0.8540 -1.6697  0.32
O -3.4360 0.8867 -0.9887  -0.61
H -3.3833 1.6557 -1.5563  0.29
H -2.5256 0.6852 -0.7724  0.32
O 2.3022 -1.9455 0.9727  -0.62
H 1.6359 -1.2663 1.0773  0.30
H 2.1582 -2.5386 1.7100  0.29
O 0.0262 -3.0990 -1.3791  -0.62
H -0.2457 -2.2807 -0.9636  0.30
H 0.5488 -3.5446 -0.7124  0.29
O -1.9747 0.4026 2.8743  -0.61
H -2.6408 -0.1675 3.2583  0.29
H -1.5791 -0.1243 2.1800  0.30
O 1.2426 3.1335 0.1867  -0.64
H 0.6880 2.5550 0.7102  0.33
H 0.9907 2.9524 -0.7189  0.30

Atoms 1-3, force components in eV/Å:
Cl 0.003 0.119 0.255
O 0.363 0.333 -0.601
H -0.521 -0.434 0.417

Its HOMO energy is -5.98 eV. The calculation puts the LUMO energy at 3.4 eV. Its charge is -1. The spin multiplicity is 1. The value obtained for the HOMO-LUMO gap is 9.37 eV.

7 unconnected molecules or ions with the total composition ClH12O6, computed with ωB97M-V with the def2-TZVPD basis set.

Last column: Mulliken charge in e.
Atoms and positions in Å:
Cl 0.2454 -0.5361 0.0234  -0.15
O 2.3277 -1.2788 -2.4179  -0.57
H 1.4183 -1.4165 -2.1526  0.27
H 2.8316 -1.3841 -1.6109  0.30
O -2.7890 -1.4277 1.0882  -0.59
H -3.5783 -1.3205 0.5575  0.33
H -2.1546 -0.8258 0.6990  0.24
O -0.1459 1.3951 2.6912  -0.55
H -0.5487 0.8929 3.3996  0.33
H 0.0994 0.7376 2.0402  0.28
O -2.4283 1.5180 -0.0253  -0.55
H -1.8046 0.8018 -0.1451  0.27
H -2.4208 1.9851 -0.8607  0.32
O 2.9925 -0.2194 1.8035  -0.56
H 3.5976 -0.5101 1.1211  0.31
H 2.1243 -0.4301 1.4601  0.28
O -0.0440 0.9629 -2.7885  -0.55
H 0.4065 1.0345 -1.9470  0.30
H -0.1292 0.0210 -2.9357  0.29

Atoms 1-3, force components in eV/Å:
Cl -0.094 -0.330 -0.080
O 0.043 0.153 -0.246
H -0.114 -0.213 0.054

Its HOMO energy (alpha / beta) is -11.50 / -11.50 eV. The calculation puts the LUMO energy (alpha / beta) at -0.1 / -6.2 eV. Its charge is 0. The spin multiplicity is 2. The value obtained for the HOMO-LUMO gap (alpha / beta) is 11.39 / 5.31 eV. Its expectation value of S² is 0.75.

Values of energy above the lowest of the compared OMol25 structures with the same formula, charge and spin, in order: 0.0 0.0 10.8 3.9, all in kcal/mol.